Entry 1:
{
  "formula": "C17H34NO7P2S2",
  "method": "the ωB97M-V functional and the def2-TZVPD basis",
  "spin_multiplicity": 1,
  "molar_mass_g_mol": 490.5,
  "homo_energy_ev": -3.68,
  "energy_ev": -74246.7984,
  "gap_ev": 5.96,
  "charge": -1,
  "symbols": ["C", "C", "P", "C", "C", "C", "C", "O", "C", "O", "C", "C", "C", "S", "O", "O", "O", "C", "C", "O", "C", "O", "C", "C", "P", "S", "H", "H", "H", "H", "H", "H", "H", "H", "H", "H", "H", "H", "H", "H", "H", "H", "H", "H", "H", "H", "H", "H", "H", "H", "H", "H", "H", "H", "H", "H", "H", "C", "C", "N", "H", "H", "H"],
  "xyz": [[1.8446, 2.2706, 1.3768], [0.5839, 1.8210, 1.4458], [-0.1112, 0.4458, 0.2723], [-1.5848, 1.5126, -0.3460], [-2.0420, 2.7506, 0.4623], [-1.3740, 4.0968, 0.0329], [-2.0458, 4.6671, -1.2617], [-1.2155, 4.4347, -2.4220], [-0.2101, 5.3351, -2.5022], [0.6013, 5.2766, -3.3455], [-1.0779, -0.2959, 1.7478], [-0.2589, -0.6260, 3.0280], [0.9072, -1.6490, 2.8562], [2.5205, -1.1066, 3.5332], [3.0543, -2.2050, 4.3082], [3.4203, -0.6894, 2.5075], [2.3367, 0.1313, 4.5657], [-0.7336, -0.9367, -0.9595], [0.2467, -2.1236, -1.1173], [0.1106, -2.6272, -2.4998], [1.2985, -2.6137, -3.1826], [1.5975, -1.6982, -3.8607], [2.2673, -3.8174, -3.1328], [3.3903, -3.5237, -2.0817], [1.1195, 1.3514, -1.4545], [2.9138, 0.5011, -1.5883], [2.6554, 1.5654, 1.1519], [2.1235, 3.3111, 1.5970], [0.0017, 2.2575, 2.2842], [1.0920, -0.3026, 0.5560], [-1.3816, 1.8568, -1.3831], [-2.4555, 0.8332, -0.4454], [-2.0597, 2.6318, 1.5564], [-3.1157, 2.9078, 0.2027], [-1.5784, 4.8520, 0.8171], [-0.2884, 3.9777, -0.1055], [-3.0358, 4.2202, -1.4269], [-2.1892, 5.7586, -1.1394], [-0.1945, 6.1719, -1.7700], [-1.6839, -1.1883, 1.5092], [-1.8098, 0.4748, 2.0704], [-0.9797, -1.1310, 3.7073], [0.0497, 0.2644, 3.6027], [0.6853, -2.5580, 3.4401], [1.0931, -1.9762, 1.8247], [1.5510, 0.0061, 5.1234], [-0.8776, -0.5265, -1.9784], [-1.7240, -1.3263, -0.6708], [1.2859, -1.8624, -0.8680], [-0.1469, -2.9578, -0.4992], [2.6845, -3.9055, -4.1454], [1.6899, -4.7314, -2.9079], [3.3390, -2.4563, -1.7990], [4.3924, -3.7171, -2.4896], [3.1946, -4.0938, -1.1600], [0.5045, 1.1389, -2.7214], [1.2580, 2.7636, -1.3310], [-3.6089, -4.3066, -0.0136], [-3.6601, -2.9445, 0.5342], [-3.6923, -1.8845, 0.9503], [-3.7040, -4.2713, -1.0976], [-2.6598, -4.7731, 0.2452], [-4.4231, -4.9011, 0.3977]],
  "mulliken_charge": [-1.23, -0.46, 1.72, -1.52, -1.26, -0.14, -0.76, -0.36, 0.18, -0.44, -1.03, -0.90, -0.27, 1.21, -0.70, -0.56, -0.49, -1.45, 0.12, -0.41, 0.45, -0.45, -0.42, -0.69, 0.48, -0.48, 0.21, 0.26, 0.45, 0.17, 0.59, 0.47, 0.40, 0.63, 0.30, 0.21, 0.37, 0.32, 0.34, -0.09, 0.30, 0.40, 0.47, 0.46, 0.01, 0.37, 0.61, 0.11, 0.19, -0.04, 0.36, 0.30, 0.02, 0.31, 0.21, 0.11, 0.07, -0.97, 0.48, -0.40, 0.27, 0.27, 0.36]
}

---

Entry 2:
{
  "formula": "C19H17N2O4RhS2Te4",
  "method": "the ωB97M-V functional and the def2-TZVPD basis",
  "spin_multiplicity": 1,
  "molar_mass_g_mol": 1014.8,
  "homo_energy_ev": -0.92,
  "energy_ev": -85005.1631,
  "gap_ev": 4.64,
  "charge": -2,
  "symbols": ["Rh", "C", "C", "C", "C", "C", "C", "C", "C", "C", "S", "C", "N", "H", "H", "H", "H", "H", "H", "H", "H", "C", "C", "C", "C", "C", "C", "C", "S", "O", "O", "N", "C", "C", "O", "O", "H", "H", "H", "H", "H", "H", "H", "H", "H", "Te", "Te", "Te", "Te"],
  "xyz": [[2.1037, -0.0554, 0.2303], [0.6084, 2.6985, -1.0700], [0.6013, 2.6234, 0.4225], [-0.1211, 3.5944, 1.1540], [-0.1467, 3.5616, 2.5084], [0.6230, 2.6027, 3.2004], [0.6754, 2.5361, 4.6123], [1.4754, 1.6050, 5.2080], [2.2770, 0.7395, 4.4485], [2.2654, 0.7681, 3.0679], [3.3539, -0.1675, 2.0947], [1.3632, 1.6868, 2.4250], [1.2737, 1.6734, 1.0480], [-0.0562, 3.4957, -1.4054], [0.2963, 1.7499, -1.4957], [1.6185, 2.8948, -1.4361], [-0.6708, 4.3457, 0.6032], [-0.7238, 4.2862, 3.0725], [0.0788, 3.2258, 5.1971], [1.5124, 1.5405, 6.2894], [2.9328, 0.0369, 4.9472], [-5.5664, -3.0165, -3.1584], [-4.3589, -2.5367, -2.3960], [-3.8281, -1.2682, -2.6163], [-2.7282, -0.8219, -1.9013], [-2.1400, -1.6425, -0.9498], [-2.6527, -2.9094, -0.7228], [-3.7535, -3.3504, -1.4448], [-0.7619, -1.0136, 0.0197], [-0.4566, -2.0726, 0.9601], [-1.2524, 0.2347, 0.5691], [0.3743, -0.7422, -1.0594], [0.8463, -1.9929, -1.6971], [2.1892, -2.5344, -1.1997], [2.5533, -3.6565, -1.5089], [2.9105, -1.6991, -0.5209], [-5.8540, -2.3013, -3.9293], [-6.4223, -3.1538, -2.4934], [-5.3734, -3.9755, -3.6434], [-4.2834, -0.6228, -3.3598], [-2.3148, 0.1639, -2.0753], [-2.1780, -3.5344, 0.0225], [-4.1474, -4.3456, -1.2656], [0.9826, -1.7990, -2.7645], [0.1205, -2.8051, -1.6160], [7.2643, 2.3895, -1.3568], [9.2827, 2.2620, -3.1212], [6.1597, -0.1115, -1.3389], [4.0480, 1.4140, -0.5542]],
  "mulliken_charge": [0.06, -1.29, 0.98, -0.84, -0.95, 1.17, -0.89, -0.46, -0.56, 0.32, -0.29, -0.04, 0.53, 0.41, 0.13, 0.17, 0.37, 0.36, 0.33, 0.34, 0.38, -1.42, 1.12, -0.81, -0.51, -0.75, -0.19, -0.65, 1.89, -0.80, -0.71, -0.55, -0.33, 0.41, -0.75, -0.45, 0.33, 0.30, 0.33, 0.26, 0.36, 0.50, 0.34, 0.42, 0.24, -0.16, -0.71, -0.18, 0.23]
}

---

Entry 3:
{
  "formula": "C2H12N2O2",
  "method": "the ωB97M-V functional and the def2-TZVPD basis",
  "spin_multiplicity": 1,
  "molar_mass_g_mol": 96.1,
  "homo_energy_ev": -8.22,
  "smiles": "CNCN.O.O",
  "energy_ev": -9342.7037,
  "gap_ev": 9.06,
  "charge": 0,
  "symbols": ["C", "N", "C", "N", "H", "H", "H", "H", "H", "H", "H", "H", "O", "H", "H", "O", "H", "H"],
  "xyz": [[1.1285, 0.4386, -1.0131], [-0.1431, -0.2592, -0.8972], [-0.9240, -0.1976, 0.3455], [-2.0894, 0.6750, 0.0753], [1.1684, 1.1266, -0.1671], [1.9137, -0.3307, -0.8842], [1.1986, 0.9390, -1.9631], [-0.8604, -0.1445, -1.5994], [-0.2224, 0.2887, 1.0273], [-1.2465, -1.1896, 0.6687], [-2.9600, 0.4423, 0.5173], [-1.7767, 1.6257, 0.2908], [5.1543, 2.3561, 2.8632], [4.9489, 1.5384, 3.3390], [6.1172, 2.3926, 2.9535], [-3.9057, -3.5335, -1.7705], [-4.2727, -2.7591, -1.3570], [-3.2286, -3.4087, -2.4290]],
  "mulliken_charge": [-0.67, -0.37, -0.39, -0.55, 0.25, 0.20, 0.30, 0.26, 0.27, 0.31, 0.21, 0.19, -0.64, 0.32, 0.32, -0.64, 0.31, 0.32]
}

---

Entry 4:
{
  "formula": "C3H8IN2S",
  "method": "the ωB97M-V functional and the def2-TZVPD basis",
  "spin_multiplicity": 1,
  "molar_mass_g_mol": 231.1,
  "homo_energy_ev": -13.12,
  "energy_ev": -25148.7415,
  "gap_ev": 9.66,
  "charge": 1,
  "symbols": ["C", "C", "C", "N", "N", "S", "I", "H", "H", "H", "H", "H", "H", "H", "H"],
  "xyz": [[-0.4775, 0.3868, -0.0136], [-1.9923, -1.4645, -0.0369], [3.5826, 1.1322, 0.0358], [0.7476, 0.8660, 0.0037], [-0.7189, -0.8762, -0.0164], [2.2500, -0.0997, -0.0385], [5.2784, -0.1793, 0.0016], [-1.2509, 1.0147, -0.2907], [-1.9511, -2.0285, 0.8873], [-2.0086, -2.1985, -0.9199], [-2.9090, -0.9170, 0.0225], [3.7422, 1.8555, 0.8414], [3.4059, 1.6663, -0.8069], [0.7859, 1.8082, -0.3523], [-0.1024, -1.6233, 0.2492]],
  "mulliken_charge": [0.16, -0.87, -0.85, -0.22, -0.18, 0.02, 0.20, 0.35, 0.32, 0.27, 0.39, 0.42, 0.40, 0.33, 0.25]
}